Entry 1:
Molecular formula: C5H9NO2S
Method: DFT, ωB97M-V/def2-TZVPD

Geometry as ORCA input:
```
! wB97M-V def2-TZVPD RIJCOSX def2/J DEFGRID3
* xyz 0 1
C 1.02 1.46 -0.53
C -1.47 -1.16 -0.21
C -2.04 1.07 0.81
C -0.09 0.84 -0.73
C -0.91 0.15 0.34
N 2.76 -1.28 -0.35
O 2.01 2.05 -0.37
O 4.65 0.09 0.31
S 4.23 -1.26 0.06
H -0.67 -1.81 -0.53
H -2.05 -1.67 0.56
H -2.12 -0.96 -1.06
H -2.68 1.34 -0.02
H -1.63 1.98 1.25
H -2.65 0.57 1.56
H 2.39 -2.20 -0.54
H -0.50 0.85 -1.73
H -0.25 -0.07 1.19
*
```

Its HOMO-LUMO gap is 7.873 eV. The molar mass is 147.2 g mol⁻¹. Its energy above the lowest of the compared OMol25 structures with the same formula, charge and spin is 232.1 kJ/mol. The value obtained for the HOMO energy is -0.312 Eh. As for the LUMO energy: -0.63 eV. The strongest force on any atom comes out at 0.02835 hartree/bohr.

Entry 2:
Molecular formula: C2H4I2NO3
Method: DFT, ωB97M-V/def2-TZVPD

Geometry as ORCA input:
```
! wB97M-V def2-TZVPD RIJCOSX def2/J DEFGRID3
* xyz 1 1
C 0.16 -0.75 -0.84
C 0.33 0.54 -0.09
N -0.10 0.52 1.36
O 0.68 -0.99 -1.89
O 1.58 0.84 -0.13
O -0.75 -1.51 -0.21
I -1.29 2.05 -1.38
I -1.74 -2.90 -1.10
H 0.65 0.65 2.13
H -0.78 -0.29 1.45
H -0.66 1.38 1.68
H 1.92 0.45 -0.98
*
```

Its HOMO-LUMO gap is 7.880 eV. The molar mass is 343.9 g mol⁻¹. Its energy above the lowest of the compared OMol25 structures with the same formula, charge and spin is 191.8 kJ/mol. The value obtained for the HOMO energy is -0.503 Eh. As for the LUMO energy: -5.80 eV. The strongest force on any atom comes out at 0.05885 hartree/bohr.

Entry 3:
Molecular formula: C5H5NO2
Method: DFT, ωB97M-V/def2-TZVPD

Geometry as ORCA input:
```
! wB97M-V def2-TZVPD RIJCOSX def2/J DEFGRID3
* xyz 0 1
C -1.17 0.15 -0.91
C -1.08 -0.30 1.27
C 0.14 -0.45 0.73
C 1.68 -0.41 0.69
C -0.02 -0.38 -0.63
H -2.35 1.57 -1.94
H -1.61 -0.63 2.24
H 2.31 0.48 1.25
H 2.02 -1.42 0.89
H 1.90 0.78 -0.89
N 1.56 -0.35 -0.76
O -1.39 0.77 -2.14
O -2.00 0.18 0.21
*
```

Its HOMO-LUMO gap is 8.203 eV. The molar mass is 111.1 g mol⁻¹. Its energy above the lowest of the compared OMol25 structures with the same formula, charge and spin is 682.4 kJ/mol. The value obtained for the HOMO energy is -0.298 Eh. As for the LUMO energy: 0.10 eV. The strongest force on any atom comes out at 0.13490 hartree/bohr.